*1*
Below is 2 unconnected molecules or ions with the total composition C4H12N2, with properties calculated with ωB97M-V with the def2-TZVPD basis set.

Geometry (Å):
C (-1.480, -0.886, -2.502)
C (-1.834, -0.486, -1.075)
C (-1.116, -1.340, -0.035)
H (-2.063, -1.762, -2.824)
H (-1.688, -0.108, -3.230)
H (-0.459, -1.238, -2.643)
H (-1.535, 0.544, -0.910)
H (-2.909, -0.600, -0.927)
H (-1.433, -1.054, 0.970)
H (-0.034, -1.224, -0.117)
H (-1.276, -2.419, -0.128)
N (1.459, 1.181, 2.502)
C (2.543, 1.488, 1.745)
N (2.564, 2.334, 0.787)
H (1.555, 0.507, 3.234)
H (0.804, 1.910, 2.741)
H (3.408, 0.896, 2.031)
H (3.496, 2.256, 0.380)

For the HOMO energy (spin up / spin down), the calculation gives 1.2755 / -5.2832 eV. The charge is -1. Its spin multiplicity is 2.

Mulliken atomic charge list, values in e, 4 entries:
1 C -1.216
2 C -0.080
3 C -1.585
4 H 0.323



*2*
Below is 2 unconnected molecules or ions with the total composition C4H12N2, with properties calculated with ωB97M-V with the def2-TZVPD basis set.

Geometry (Å):
C (-2.661, 1.140, 1.286)
C (-1.212, 1.283, 1.153)
N (-0.724, 1.721, 2.534)
H (-3.199, 2.101, 1.658)
H (-3.009, 0.770, 0.365)
H (-3.025, 0.606, 2.213)
H (-0.626, 0.367, 0.771)
H (-1.039, 2.135, 0.450)
H (-0.494, 0.976, 3.250)
H (0.289, 2.023, 2.298)
C (0.904, -2.363, -2.332)
C (1.308, -1.121, -1.831)
N (2.628, -1.010, -1.367)
H (1.480, -2.845, -3.159)
H (-0.097, -2.765, -2.115)
H (0.474, -0.434, -1.709)
H (2.973, -1.561, -0.584)
H (2.914, 0.015, -1.255)

For the HOMO energy (spin up / spin down), the calculation gives 0.8769 / -3.0215 eV. The charge is -1. Its spin multiplicity is 2.

Mulliken atomic charge list, values in e, 4 entries:
1 C -1.157
2 C -0.241
3 N -0.791
4 H 0.269



Tell me which of them is the most stable. Sure, it is *1*.



*1*
Below is 2 unconnected molecules or ions with the total composition C10H16O2, with properties calculated with ωB97M-V with the def2-TZVPD basis set.

Geometry (Å):
C (0.862, 2.892, 1.339)
C (1.677, 2.337, 0.166)
C (2.360, 1.122, 0.398)
C (2.620, 0.306, -0.685)
C (2.359, 0.736, -1.979)
O (2.780, -0.054, -3.031)
C (1.776, 1.964, -2.221)
C (1.329, 2.698, -1.122)
H (1.427, 3.226, 2.199)
H (0.188, 2.084, 1.624)
H (0.195, 3.699, 1.026)
H (2.671, 0.851, 1.400)
H (2.952, -0.709, -0.492)
H (3.733, -0.253, -2.943)
H (1.631, 2.171, -3.266)
H (0.588, 3.496, -1.214)
C (-1.410, -3.090, 1.257)
C (-2.179, -1.895, 0.705)
C (-3.460, -2.154, -0.072)
O (-2.504, -1.026, 1.870)
H (-0.538, -3.323, 0.635)
H (-2.003, -4.000, 1.303)
H (-1.122, -2.781, 2.258)
H (-1.520, -1.186, 0.188)
H (-3.385, -1.845, -1.110)
H (-3.675, -3.228, -0.128)
H (-4.341, -1.733, 0.421)
H (-3.010, -0.305, 1.474)

For the HOMO energy, the calculation gives -8.6539 eV. The charge is 0. As for the SMILES: Cc1ccc(O)cc1.CC(C)O.

Mulliken atomic charge list, values in e, 4 entries:
1 C -1.274
2 C 0.681
3 C -0.653
4 C -0.415



*2*
Below is 2 unconnected molecules or ions with the total composition C10H16O2, with properties calculated with ωB97M-V with the def2-TZVPD basis set.

Geometry (Å):
O (-1.690, -1.556, 0.723)
C (-0.328, -1.449, 0.415)
C (0.223, -2.063, -0.631)
C (1.731, -1.989, -0.918)
C (2.495, -1.543, 0.271)
C (1.818, -0.396, 0.911)
C (0.516, -0.815, 1.513)
H (-2.098, -2.093, 0.073)
H (-0.373, -2.509, -1.396)
H (2.135, -3.076, -1.109)
H (1.939, -1.369, -1.779)
H (2.593, -2.248, 1.125)
H (3.526, -1.411, -0.029)
H (2.399, 0.199, 1.718)
H (1.775, 0.431, 0.260)
H (0.803, -1.482, 2.273)
H (0.141, 0.206, 1.842)
C (-2.079, 1.937, 1.496)
C (-1.923, 1.542, 0.380)
O (-1.649, 1.080, -0.765)
C (-0.472, 1.614, -1.383)
C (-0.325, 3.108, -1.549)
H (-2.421, 2.317, 2.499)
H (0.487, 1.261, -0.841)
H (-0.488, 0.986, -2.256)
H (-0.940, 3.568, -2.442)
H (-0.550, 3.665, -0.659)
H (0.797, 3.354, -1.734)

For the HOMO energy, the calculation gives -8.5260 eV. The charge is 0. As for the SMILES: OC1=CCCCC1.C#COCC.

Mulliken atomic charge list, values in e, 4 entries:
1 O -0.480
2 C 0.611
3 C -0.832
4 C -0.403



Tell me which of them is the most stable. Sure, it is *1*.



*1*
Below is a molecular structure, C5H12, with properties calculated with ωB97M-V with the def2-TZVPD basis set.

Geometry (Å):
C (1.812, -0.296, -0.608)
C (1.284, -0.381, 0.886)
C (-1.564, 0.040, 0.146)
C (-2.898, -0.015, -0.591)
C (2.060, 0.741, 1.019)
H (1.822, -1.340, -0.964)
H (2.896, -0.041, -0.908)
H (1.646, -1.325, 1.274)
H (-1.036, -0.889, -0.164)
H (-1.538, 0.035, 1.227)
H (-0.834, 0.829, -0.036)
H (-2.894, 0.517, -1.556)
H (-3.747, 0.410, -0.032)
H (-3.111, -1.059, -0.825)
H (1.225, 0.346, -1.291)
H (3.121, 0.635, 1.432)
H (1.756, 1.793, 0.992)

For the HOMO energy, the calculation gives -7.4431 eV. The charge is 0.

Mulliken atomic charge list, values in e, 4 entries:
1 C -0.906
2 C -0.314
3 C -0.621
4 C -0.926



*2*
Below is a single C5H12 molecule, with properties calculated with ωB97M-V with the def2-TZVPD basis set.

Geometry (Å):
C (-2.227, -0.624, 0.162)
C (-1.368, 0.611, -0.284)
C (0.088, 0.717, 0.201)
C (1.059, -0.377, -0.358)
C (2.405, -0.149, 0.135)
H (-3.146, -0.765, -0.603)
H (-2.770, -0.388, 1.317)
H (-1.476, -1.608, 0.265)
H (-1.896, 1.592, -0.017)
H (-1.494, 0.479, -1.398)
H (0.043, 0.641, 1.323)
H (0.424, 1.690, -0.039)
H (0.856, -1.425, -0.060)
H (1.073, -0.270, -1.463)
H (3.190, -0.692, -0.531)
H (2.464, -0.387, 1.244)
H (2.774, 0.952, 0.104)

For the HOMO energy, the calculation gives -10.6699 eV. The charge is 0. As for the SMILES: CCCCC.

Mulliken atomic charge list, values in e, 4 entries:
1 C -0.811
2 C -0.518
3 C -0.565
4 C -0.103



Tell me which of them is the most stable. Sure, it is *2*.



*1*
Below is 2 unconnected molecules or ions with the total composition C2H6INO3, with properties calculated with ωB97M-V with the def2-TZVPD basis set.

Geometry (Å):
C (-0.795, -1.612, 1.251)
C (0.269, 1.970, -0.974)
N (-0.664, 0.308, 0.298)
O (-1.561, -0.624, 0.499)
O (-0.902, 1.207, -0.675)
O (0.948, -1.127, -1.015)
I (2.745, -1.133, -0.472)
H (-0.152, -1.238, 2.148)
H (-0.071, -2.014, 0.647)
H (-1.554, -2.340, 1.462)
H (0.680, 1.751, -1.889)
H (1.096, 1.893, -0.139)
H (-0.040, 2.957, -1.141)

For the HOMO energy (spin up / spin down), the calculation gives -7.5509 / -7.5479 eV. The charge is 0.

Mulliken atomic charge list, values in e, 4 entries:
1 C -0.406
2 C -0.488
3 N 0.060
4 O -0.090



*2*
Below is 2 unconnected molecules or ions with the total composition C2H6INO3, with properties calculated with ωB97M-V with the def2-TZVPD basis set.

Geometry (Å):
C (-0.085, -2.214, 0.419)
C (0.090, 2.406, 0.098)
N (-0.001, 0.118, 0.091)
O (-0.573, -0.907, 0.704)
O (-0.321, 1.224, 0.762)
O (-1.290, 0.379, -1.487)
I (-0.425, -0.041, -3.129)
H (-0.689, -2.850, 1.015)
H (0.918, -2.322, 0.879)
H (-0.069, -2.459, -0.653)
H (-0.150, 2.351, -0.908)
H (1.168, 2.474, 0.126)
H (-0.403, 3.263, 0.547)

For the HOMO energy (spin up / spin down), the calculation gives -8.2286 / -8.1875 eV. The charge is 0.

Mulliken atomic charge list, values in e, 4 entries:
1 C -0.454
2 C -0.471
3 N -0.025
4 O -0.047



Tell me which of them is the most stable. Sure, it is *2*.



*1*
Below is a gas-phase ion, C3H8N3S (charge +1), with properties calculated with ωB97M-V with the def2-TZVPD basis set.

Geometry (Å):
C (2.642, -0.840, 0.045)
S (1.482, 0.376, -0.620)
C (0.087, 0.195, 0.480)
N (-0.789, -1.370, 0.136)
N (-1.821, -1.059, -0.338)
C (-2.171, 0.279, -0.499)
N (-0.985, 1.106, 0.091)
H (2.092, -1.570, 0.631)
H (3.396, -0.336, 0.644)
H (3.103, -1.322, -0.812)
H (0.300, 0.141, 1.541)
H (-2.298, 0.498, -1.567)
H (-3.105, 0.495, 0.027)
H (-0.617, 1.732, -0.634)
H (-1.316, 1.673, 0.876)

For the HOMO energy, the calculation gives -12.9092 eV. The charge is +1. As for the SMILES: CS[C@@H]1N=NC[NH2+]1.

Mulliken atomic charge list, values in e, 4 entries:
1 C -0.804
2 S -0.042
3 C -0.218
4 N -0.004



*2*
Below is a gas-phase ion, C3H8N3S (charge +1), with properties calculated with ωB97M-V with the def2-TZVPD basis set.

Geometry (Å):
C (-1.778, 1.336, -0.288)
N (-1.040, 0.434, 0.596)
N (0.347, 0.661, 0.675)
C (1.083, -0.230, 0.191)
N (2.376, -0.177, 0.210)
C (0.441, -1.548, -0.328)
S (-1.322, -1.344, -0.081)
H (-1.167, 1.221, -1.244)
H (-2.764, 0.870, -0.261)
H (-1.820, 2.381, 0.044)
H (-1.561, 0.658, 1.484)
H (2.825, -0.983, -0.178)
H (2.920, 0.700, 0.177)
H (0.643, -1.811, -1.441)
H (0.817, -2.166, 0.446)

For the HOMO energy, the calculation gives -14.2559 eV. The charge is +1. As for the SMILES: C[N@@H+]1N=C(N)CS1.

Mulliken atomic charge list, values in e, 4 entries:
1 C -0.711
2 N 0.129
3 N -0.733
4 C 0.430



*3*
Below is a gas-phase ion, C3H8N3S (charge +1), with properties calculated with ωB97M-V with the def2-TZVPD basis set.

Geometry (Å):
C (1.896, 1.813, -0.160)
C (0.736, 1.231, 0.019)
N (0.509, -0.047, -0.399)
C (-0.589, -0.868, -0.139)
N (-0.348, -2.194, -0.212)
N (-1.836, -0.533, 0.294)
S (-2.617, 1.061, -0.203)
H (2.705, 1.316, -0.443)
H (2.164, 2.844, -0.025)
H (-0.089, 1.804, 0.338)
H (1.347, -0.633, -0.543)
H (0.465, -2.708, -0.711)
H (-0.953, -2.818, 0.159)
H (-2.438, -1.333, 0.311)
H (-3.488, 1.132, 0.736)

For the HOMO energy, the calculation gives -13.1111 eV. The charge is +1. As for the SMILES: C=CNC(=[NH2+])NS.

Mulliken atomic charge list, values in e, 4 entries:
1 C -1.071
2 C 0.335
3 N -0.201
4 C 0.753



Tell me which of them is the most stable. Sure, it is *3*.



*1*
Below is a molecular structure, C6H7I, with properties calculated with ωB97M-V with the def2-TZVPD basis set.

Geometry (Å):
C (0.060, 0.044, -1.075)
C (0.565, 1.298, -0.931)
C (-0.098, -0.662, 0.135)
C (0.740, 0.668, 1.376)
C (1.002, 1.843, 0.360)
C (-0.177, -2.089, 0.549)
I (0.126, 1.083, 3.423)
H (-0.314, -0.367, -1.935)
H (0.866, 1.957, -1.718)
H (2.051, 1.891, 0.358)
H (0.540, 2.719, 0.708)
H (0.211, -2.793, -0.204)
H (-1.160, -2.497, 0.869)
H (0.466, -2.043, 1.457)

For the HOMO energy (spin up / spin down), the calculation gives -7.4718 / -7.9084 eV. The charge is 0.

Mulliken atomic charge list, values in e, 4 entries:
1 C -0.495
2 C -0.463
3 C 0.342
4 C -0.522



*2*
Below is 2 unconnected molecules or ions with the total composition C6H7I, with properties calculated with ωB97M-V with the def2-TZVPD basis set.

Geometry (Å):
C (-0.104, -0.650, -0.431)
C (0.769, -0.486, 0.363)
C (-1.999, 0.058, -3.105)
C (-1.802, -0.899, -2.245)
C (1.174, 1.112, 2.215)
C (1.662, -0.199, 1.537)
I (-2.590, -2.826, -2.362)
H (-2.839, 0.052, -3.871)
H (-1.737, 1.097, -2.955)
H (2.044, 1.635, 2.750)
H (0.521, 0.893, 3.019)
H (0.594, 1.689, 1.535)
H (1.580, -1.182, 2.277)
H (2.728, -0.294, 1.272)

For the HOMO energy (spin up / spin down), the calculation gives -9.3262 / -9.3221 eV. The charge is 0.

Mulliken atomic charge list, values in e, 4 entries:
1 C 0.716
2 C -0.989
3 C -0.455
4 C -0.007



Tell me which of them is the most stable. Sure, it is *1*.